--- P ---
Below is one molecule with the formula C3H7FO, with properties calculated with ωB97M-V/def2-TZVPD.

```
! wB97M-V def2-TZVPD RIJCOSX def2/J DEFGRID3
* xyz 0 1
C 1.2077 -0.2744 -0.2895
C -0.2050 -0.5581 0.1055
O -1.1007 -0.8607 -1.0833
C -0.7584 0.5982 0.7622
F -0.6229 1.5989 -0.2980
H 1.3894 0.6776 -0.7692
H 1.7631 -0.3585 0.6029
H 1.5482 -1.0850 -0.9237
H -0.3373 -1.3317 0.7997
H -1.1142 0.0944 -1.4363
H -1.7336 0.4293 1.0871
H -0.0363 1.0700 1.4426
*
```

Computed properties:
Lowest unoccupied orbital energy in eV: 1.004
HOMO in Ha: -0.38846
Structure (SMILES): C[C@H](O)CF

--- Q ---
Below is one molecule with the formula C3H7FO, with properties calculated with ωB97M-V/def2-TZVPD.

```
! wB97M-V def2-TZVPD RIJCOSX def2/J DEFGRID3
* xyz 0 1
C 0.2745 -0.4137 -1.0977
C 0.4774 0.4608 -0.0902
O 1.3489 0.0222 0.7528
C -0.9493 0.3037 0.5978
F -0.7167 -0.7814 1.4621
H 0.1850 -1.3881 -0.5331
H -0.6175 -0.4380 -1.5987
H 1.1498 -0.4001 -1.4883
H 0.4415 1.6910 -0.2608
H 1.1670 -0.6704 1.2032
H -1.1462 1.2176 1.3306
H -1.6143 0.3963 -0.2777
*
```

Computed properties:
Lowest unoccupied orbital energy in eV: 1.077
HOMO in Ha: -0.36071
Structure (SMILES): C[C@H](O)CF

Which of them is most stable? Easy: P.

--- P ---
Below is a 2-piece molecular cluster, C6H8N2O2 overall, with properties calculated with ωB97M-V/def2-TZVPD.

```
! wB97M-V def2-TZVPD RIJCOSX def2/J DEFGRID3
* xyz 0 1
C 0.1737 -0.6534 2.6817
C -1.9431 0.5573 -0.9272
C -1.2128 0.6368 -2.1986
C -0.5486 0.0136 -0.9351
C 1.1509 -1.4220 2.2471
C 0.4869 0.6800 -0.2330
N -0.7293 0.0371 2.9020
N 1.7978 0.2651 -0.1891
O 2.6076 1.0742 0.2266
O 2.1118 -0.8088 -0.6615
H -2.2257 1.4107 -0.3017
H -2.5937 -0.3512 -0.9681
H -1.3820 -0.0804 -3.1325
H -0.8017 1.6642 -2.4926
H -0.4785 -1.0125 -0.9807
H 1.1143 -2.4814 2.1662
H 2.1287 -1.0935 2.4538
H 0.3436 1.5641 0.3429
*
```

Computed properties:
Lowest unoccupied orbital energy (spin up / spin down) in eV: -1.666 / -1.656
HOMO (spin up / spin down) in Ha: -0.36215 / -0.32792

--- Q ---
Below is a 2-piece molecular cluster, C6H8N2O2 overall, with properties calculated with ωB97M-V/def2-TZVPD.

```
! wB97M-V def2-TZVPD RIJCOSX def2/J DEFGRID3
* xyz 0 1
O -1.5844 -1.5768 2.3905
C -1.0395 -1.2954 1.2903
C -1.5531 -0.3354 0.2267
C -0.8096 -0.0120 -0.8143
N 0.3809 -0.6040 -1.0816
C 0.9069 -1.5688 -0.2939
O 1.8579 -2.2286 -0.7321
N 0.2910 -1.7089 0.9767
H -2.6099 -0.0001 0.3491
H -1.2053 0.6213 -1.6537
H 0.8174 -0.5069 -2.0456
H 0.7519 -2.2662 1.6686
C 1.0509 1.6769 0.3761
C 0.0745 2.0643 -0.4190
H 1.5173 2.3832 1.1754
H 1.7319 0.9372 0.2792
H -0.6033 2.9388 -0.2891
H 0.0244 1.4814 -1.4033
*
```

Computed properties:
Lowest unoccupied orbital energy in eV: 0.160
HOMO in Ha: -0.33286
Structure (SMILES): O=c1cc[nH]c(=O)[nH]1.C=C

--- R ---
Below is one molecule with the formula C6H8N2O2, with properties calculated with ωB97M-V/def2-TZVPD.

```
! wB97M-V def2-TZVPD RIJCOSX def2/J DEFGRID3
* xyz 0 1
C 0.1044 1.1147 -2.0149
C -0.3183 -0.2457 -1.3777
C 0.1630 -0.2013 0.1025
C 1.5337 0.3186 0.4347
C -0.7394 -0.6507 1.1315
C -1.9193 -1.3789 0.8364
N -2.8840 -2.0105 0.6658
N -0.4648 -0.4491 2.4818
O -1.3896 -0.6513 3.2616
O 0.5625 0.0785 2.8556
H 0.2527 0.8769 -3.0023
H -0.6117 1.8454 -1.9517
H 0.9926 1.4522 -1.5619
H 0.2821 -1.0011 -1.8971
H -1.3157 -0.4482 -1.2995
H 2.2651 -0.0225 -0.4702
H 1.5430 1.4053 0.4049
H 1.9439 -0.0324 1.4006
*
```

Computed properties:
Lowest unoccupied orbital energy in eV: -1.151
HOMO in Ha: -0.37908
Structure (SMILES): CC/C(C)=C(\C#N)[N+](=O)[O-]

--- S ---
Below is a 2-piece molecular cluster, C6H8N2O2 overall, with properties calculated with ωB97M-V/def2-TZVPD.

```
! wB97M-V def2-TZVPD RIJCOSX def2/J DEFGRID3
* xyz 0 1
O 0.8936 2.7579 -2.2962
C 0.6723 1.5695 -2.0326
C -0.2784 0.5744 -2.7984
C -0.5371 -0.6027 -2.1754
N -0.1160 -0.8245 -0.8429
C 1.0101 -0.1175 -0.2919
O 1.2646 -0.6026 0.7895
N 1.3661 1.0483 -0.9181
H -1.0516 0.8364 -3.5781
H -0.9673 -1.4899 -2.6709
H 0.0682 -1.8347 -0.3974
H 1.9589 1.7568 -0.3667
C -1.0235 -0.4608 3.4985
C -0.2774 -0.6479 2.3848
H -0.8800 -0.0732 4.5277
H -2.0908 -0.4910 3.3918
H 0.6888 -0.6448 2.4080
H -0.7003 -0.7536 1.3682
*
```

Computed properties:
Lowest unoccupied orbital energy in eV: 0.267
HOMO in Ha: -0.34531
Structure (SMILES): O=c1cc[nH]c(=O)[nH]1.C=C

Which of them is most stable? Easy: Q.

--- P ---
Below is one molecule with the formula C2H4ClOP, with properties calculated with ωB97M-V/def2-TZVPD.

```
! wB97M-V def2-TZVPD RIJCOSX def2/J DEFGRID3
* xyz 0 1
C 0.3115 0.5264 -0.2773
O 1.1588 -0.5496 -0.0690
C 0.6845 -1.9465 0.3486
P 1.6842 -3.2609 0.1894
Cl 0.5854 -4.5824 1.0478
H -0.7865 0.4657 0.0547
H 0.3468 0.5573 -1.3770
H 0.8390 1.3736 0.1110
H -0.1972 -2.0560 0.8594
*
```

Computed properties:
Lowest unoccupied orbital energy in eV: 0.318
HOMO in Ha: -0.32041
Structure (SMILES): CO/C=P/Cl

--- Q ---
Below is C2H4ClOP as an isolated structure, with properties calculated with ωB97M-V/def2-TZVPD.

```
! wB97M-V def2-TZVPD RIJCOSX def2/J DEFGRID3
* xyz 0 1
C 1.9800 0.8094 -0.6664
C -2.4163 -0.6385 0.3109
O 1.8455 0.2504 -1.7256
P 1.4460 0.3305 0.9523
Cl -1.2503 0.6014 0.6095
H 2.3683 1.9238 -0.4144
H -2.6637 -0.8399 -0.7305
H -2.3420 -1.4293 1.0146
H 1.0326 -1.0078 0.6497
*
```

Computed properties:
Lowest unoccupied orbital energy (spin up / spin down) in eV: -0.815 / -1.740
HOMO (spin up / spin down) in Ha: -0.32009 / -0.34013

Which of them is most stable? Easy: P.

--- P ---
Below is one molecule with the formula C2H4ClOP, with properties calculated with ωB97M-V/def2-TZVPD.

```
! wB97M-V def2-TZVPD RIJCOSX def2/J DEFGRID3
* xyz 0 1
O 2.1998 1.0977 -0.5329
P 0.8892 1.7023 -0.5489
C -0.2807 0.1951 -0.7299
C -0.4377 -0.6343 0.7055
Cl -0.4208 0.2413 2.2581
H 0.1172 -0.6060 -1.3109
H -1.2108 0.5361 -1.1047
H 0.4819 -1.3422 0.4409
H -1.3382 -1.1901 0.8229
*
```

Computed properties:
Lowest unoccupied orbital energy in eV: -0.734
HOMO in Ha: -0.34832
Structure (SMILES): O=PCCCl

--- Q ---
Below is a 2-piece molecular cluster, C2H4ClOP overall, with properties calculated with ωB97M-V/def2-TZVPD.

```
! wB97M-V def2-TZVPD RIJCOSX def2/J DEFGRID3
* xyz 0 1
O -2.1308 -1.2748 -0.6630
P -1.8566 -0.7116 0.6495
Cl -2.7318 1.0909 0.5994
C 0.9868 -0.1969 0.4802
C 1.1539 0.5174 -0.6807
H 1.0315 0.2249 1.3980
H 1.2571 -1.2459 0.5749
H 1.2466 -0.0162 -1.6443
H 1.0433 1.6122 -0.7140
*
```

Computed properties:
Lowest unoccupied orbital energy in eV: -0.721
HOMO in Ha: -0.36808
Structure (SMILES): O=PCl.C=C

Which of them is most stable? Easy: Q.